Entry 1:
C3H6O3Pr as an isolated structure in a non-equilibrium geometry. Source: the OMol25 dataset; level of theory: wB97M-V/def2-TZVPD.

Each line ends with the Mulliken spin population.
CARTESIAN COORDINATES (ANGSTROEM)
Pr  4.68112  0.25070  -0.01391  2.260
O  2.02227  0.95760  0.13644  -0.119
O  2.41516  -1.19778  -0.06209  -0.148
O  0.30767  -0.50678  0.12914  0.001
C  -0.74430  0.56482  -0.09501  0.000
C  -2.09265  -0.06852  0.06114  -0.002
C  1.67418  -0.22758  0.16090  0.009
H  -2.82974  0.73054  -0.09779  0.000
H  -0.50970  1.31052  0.66763  0.000
H  -2.27021  -0.84464  -0.69455  0.000
H  -0.54473  0.94343  -1.10070  0.000
H  -2.23677  -0.47318  1.06977  0.000
H  0.12769  -1.43913  -0.16098  0.000

The HOMO energy (alpha / beta) comes out at -22.647 / -22.650 eV. As for the lowest unoccupied orbital energy (alpha / beta): -0.6837 / -0.5754 Eh. As for the expectation value of S²: 2.18. The energy above the lowest of the compared OMol25 structures with the same formula, charge and spin comes out at 0.00 kJ/mol. Its net charge is +3. The value obtained for the total energy is -23384.3365 eV. As for the multiplicity: 3.

=====

Entry 2:
C3H6O3Rh as an isolated structure in a non-equilibrium geometry. Source: the OMol25 dataset; level of theory: wB97M-V/def2-TZVPD.

Each line ends with the Mulliken spin population.
CARTESIAN COORDINATES (ANGSTROEM)
Rh  -1.58922  -0.85456  2.31376  4.298
O  0.37195  2.09665  1.34713  0.524
O  -1.31609  1.10373  1.83052  0.213
O  -0.47604  0.34199  -0.00165  0.019
C  0.70855  -0.21069  -0.62086  -0.008
C  -0.47228  1.30950  0.86301  -0.050
C  0.24543  -1.23682  -1.62510  0.013
H  1.34341  -0.63866  0.16077  0.011
H  -0.46501  1.94351  2.46537  -0.035
H  -0.59446  -0.85569  -2.22032  0.001
H  -0.07683  -2.15906  -1.12462  -0.001
H  1.24134  0.62447  -1.08601  0.013
H  1.07924  -1.46437  -2.30201  0.001

The HOMO energy (alpha / beta) comes out at -17.739 / -20.527 eV. As for the lowest unoccupied orbital energy (alpha / beta): -0.3842 / -0.5848 Eh. As for the expectation value of S²: 8.77. The energy above the lowest of the compared OMol25 structures with the same formula, charge and spin comes out at 431.27 kJ/mol. Its net charge is +2. The value obtained for the total energy is -12328.6677 eV. As for the multiplicity: 6.

=====

Entry 3:
C3H6O3Ru as an isolated structure in a non-equilibrium geometry. Source: the OMol25 dataset; level of theory: wB97M-V/def2-TZVPD.

Each line ends with the Mulliken spin population.
CARTESIAN COORDINATES (ANGSTROEM)
Ru  0.34381  1.99084  0.45584  4.397
O  -1.57423  1.58919  0.42484  0.277
O  -2.94831  -0.13339  0.74366  0.081
O  0.45283  0.08136  -0.16151  0.045
C  -0.79513  -0.59569  -0.13717  -0.018
C  1.54451  -0.69424  -0.63983  -0.010
C  -1.89844  0.35516  0.33343  0.024
H  -1.04740  -0.95710  -1.14573  -0.003
H  1.17411  2.48519  1.85076  0.179
H  -0.72897  -1.46508  0.53501  -0.008
H  2.35859  -0.59588  0.08603  0.021
H  1.24530  -1.74782  -0.72892  0.009
H  1.87334  -0.31254  -1.61640  0.005

The HOMO energy (alpha / beta) comes out at -14.725 / -14.713 eV. As for the lowest unoccupied orbital energy (alpha / beta): -0.1812 / -0.2918 Eh. As for the expectation value of S²: 8.76. The energy above the lowest of the compared OMol25 structures with the same formula, charge and spin comes out at 0.00 kJ/mol. Its net charge is +1. The value obtained for the total energy is -11919.7173 eV. As for the multiplicity: 6.

=====

Entry 4:
A 2-piece molecular cluster, C3H6O3S overall in a non-equilibrium geometry. Source: the OMol25 dataset; level of theory: wB97M-V/def2-TZVPD.

Each line ends with the Mulliken charge.
CARTESIAN COORDINATES (ANGSTROEM)
S  2.35511  -0.18728  0.37436  0.294
O  2.84709  1.17687  0.15165  -0.522
O  0.76299  -2.43494  0.19736  -0.604
O  0.05223  -0.28849  -1.23130  -0.336
C  -0.88079  0.70613  -0.78757  -0.186
C  -1.30932  0.55856  0.65109  -0.960
C  1.01393  -0.58462  -0.36542  0.595
H  -0.39007  1.74312  -0.98651  0.260
H  1.59074  -2.82297  0.18793  0.263
H  -1.63688  -0.54013  0.89954  0.279
H  -1.71460  0.71314  -1.51478  0.269
H  -2.17142  1.20113  1.01685  0.331
H  -0.51902  0.75946  1.40680  0.316

The HOMO energy comes out at -9.745 eV. As for the lowest unoccupied orbital energy: -0.0084 Eh. The energy above the lowest of the compared OMol25 structures with the same formula, charge and spin comes out at 356.99 kJ/mol. The value obtained for the total energy is -20181.2257 eV.